Here is 2 unconnected molecules or ions with the total composition C3H5N3OS from OMol25. Energies are from wB97M-V/def2-TZVPD.

XYZ file:
```
13
Properties=species:S:1:pos:R:3:forces:R:3
H -0.94933 2.37175 0.73539 4.78 -0.62 -3.03
H -3.79223 0.26356 0.30024 1.83 -0.52 -1.05
H 2.80581 -1.52643 -0.55551 -3.70 0.25 0.49
O 0.34521 2.22047 -0.08375 -4.96 -3.20 3.41
C 1.82163 0.33204 -0.34043 0.08 -1.73 -0.70
S -2.70416 -0.06082 -0.59777 -0.08 -0.24 2.42
N -1.42019 -0.67974 0.65526 -3.25 1.29 -0.71
H -1.51133 -1.68796 0.65962 -0.13 -0.08 0.05
C -0.15874 -0.41014 0.20405 0.12 -1.80 -0.92
H 2.64631 1.01059 -0.34960 0.63 -0.19 -0.52
N 1.80110 -1.06451 -0.49582 2.08 2.45 1.04
C 0.56354 0.71825 -0.05683 0.57 5.79 0.20
N 0.55238 -1.48706 -0.07485 2.04 -1.39 -0.68
```
Positions in Å, forces in eV/Å.

Properties
Maximum force: 0.1325 Eh/bohr
Frontier orbital gap: 8.1 eV
Molecular weight: 131.16 g/mol
LUMO energy: -0.609 eV
HOMO: -8.724 eV


Here is C3H5N3OS in the gas phase from OMol25. Energies are from wB97M-V/def2-TZVPD.

XYZ file:
```
13
Properties=species:S:1:pos:R:3:forces:R:3
C -0.89701 -0.38886 -0.70329 -1.46 1.51 -0.45
H 2.06657 1.39443 -0.64351 0.42 0.35 0.20
H -2.98952 -0.67134 -0.90242 0.23 -0.08 1.09
N 2.35939 0.46415 -0.92720 -0.86 0.87 2.57
C -2.17005 -0.28058 1.23837 -0.34 0.21 -0.42
H -0.46333 0.28772 2.33199 0.18 -0.07 -0.04
O 1.95321 -0.09032 1.48286 1.79 0.42 1.58
C -2.15798 -0.52645 -0.18876 -0.85 -0.31 -1.47
H 2.28770 0.44823 -1.90522 -0.33 -1.06 -1.57
N -0.90566 0.04700 1.46136 0.43 -1.02 -0.42
H -0.59998 -0.10263 -1.74047 -0.08 -1.09 0.92
N -0.11266 -0.00305 0.31450 2.38 0.30 -1.26
S 1.62931 -0.57829 0.18180 -1.52 -0.03 -0.74
```
Positions in Å, forces in eV/Å.

Properties
Maximum force: 0.0554 Eh/bohr
Frontier orbital gap: 8.5 eV
Molecular weight: 131.16 g/mol
LUMO energy: 0.215 eV
HOMO: -8.297 eV


Here is a molecular structure, C3H5N3P2 from OMol25. Energies are from wB97M-V/def2-TZVPD.

XYZ file:
```
13
Properties=species:S:1:pos:R:3:forces:R:3
H -0.09600 2.76474 -0.11913 -1.51 0.74 -0.01
H -0.85811 2.91907 -0.25092 1.28 -0.13 0.47
H -0.15943 -2.82872 0.66656 0.46 2.25 -0.32
C 0.15456 0.29328 -0.35557 -1.23 -1.62 1.54
H -0.93726 -0.90740 2.45323 -0.65 -0.50 1.49
C -0.58855 -0.85012 1.48145 0.79 2.26 -1.90
C -0.09673 -1.67459 0.58312 0.10 -5.11 -1.77
N -0.46958 0.41733 0.86914 0.96 0.62 0.89
P 1.25544 -1.52749 -1.95467 1.26 -1.18 -1.56
H -0.32567 1.20518 1.53080 -0.37 -0.42 -1.44
N 0.30776 -1.05056 -0.62632 -2.45 1.00 5.88
P 0.54750 1.25613 -1.72275 1.87 -0.31 -2.89
N 1.26608 -0.01687 -2.55494 -0.51 2.40 -0.37
```
Positions in Å, forces in eV/Å.

Properties
Maximum force: 0.1254 Eh/bohr
Frontier orbital gap (spin up / spin down): 5.6 / 7.4 eV
Molecular weight: 145.04 g/mol
LUMO energy (spin up / spin down): 0.488 / -1.916 eV
HOMO (spin up / spin down): -5.160 / -9.362 eV
Spin multiplicity: 3


Here is C3H5N3S in the gas phase from OMol25. Energies are from wB97M-V/def2-TZVPD.

XYZ file:
```
12
Properties=species:S:1:pos:R:3:forces:R:3
H -0.99422 2.09981 -0.17292 0.31 -1.22 -0.10
H 3.00454 -1.21533 0.74674 -0.15 0.28 0.08
N -1.26966 -1.17841 -0.04080 -1.56 1.88 -0.48
C 0.31049 0.24023 0.13039 -0.81 -1.22 0.18
N 0.03688 -1.06529 0.22787 0.32 0.36 -0.33
C -1.86004 0.06022 -0.26689 1.45 -1.11 0.36
H -1.75093 -2.06318 -0.14588 0.59 0.19 0.19
H -2.87147 0.18962 -0.58523 -0.38 -0.14 0.13
C -0.85712 0.99480 -0.12385 -0.53 0.95 -0.16
H 1.76322 1.65473 0.25510 0.32 -0.15 -0.04
S 2.87701 -0.37782 -0.30211 -0.48 0.82 0.16
N 1.61130 0.66063 0.27758 0.92 -0.63 0.02
```
Positions in Å, forces in eV/Å.

Properties
Maximum force: 0.0484 Eh/bohr
Frontier orbital gap: 9.2 eV
SMILES string: SNc1cc[nH]n1
Molecular weight: 115.16 g/mol
LUMO energy: 0.962 eV
HOMO: -8.199 eV


Here is a molecular structure, C3H5N3S from OMol25. Energies are from wB97M-V/def2-TZVPD.

XYZ file:
```
12
Properties=species:S:1:pos:R:3:forces:R:3
N -0.36790 1.30846 -0.34120 2.85 -1.20 3.55
C 1.56024 0.09972 0.02400 -5.10 0.78 -2.18
N -0.72163 -0.00246 -0.22128 5.88 -1.34 -1.50
H -2.24907 0.92176 0.66399 -0.58 -4.42 -1.52
C -2.03510 -0.32400 0.09903 -4.70 1.00 -0.03
C 0.46851 -0.80276 -0.29881 1.16 0.21 2.89
H -2.33573 -1.41515 0.87121 1.48 3.88 -2.51
H 0.60696 -1.95841 -0.15362 -1.08 2.50 -0.51
S 3.27803 -0.13373 -0.10685 0.32 3.43 1.81
H 3.46821 1.32498 0.48165 -0.19 -3.26 -1.37
H -2.62284 -0.42073 -1.01768 0.97 0.11 3.50
N 0.95032 1.40233 -0.00043 -1.02 -1.68 -2.12
```
Positions in Å, forces in eV/Å.

Properties
Maximum force: 0.1208 Eh/bohr
Frontier orbital gap: 8.8 eV
Molecular weight: 115.16 g/mol
LUMO energy: 0.296 eV
HOMO: -8.469 eV


Here is C3H5N3S in the gas phase from OMol25. Energies are from wB97M-V/def2-TZVPD.

XYZ file:
```
12
Properties=species:S:1:pos:R:3:forces:R:3
N -0.65624 0.26649 1.48278 2.69 -1.02 1.03
C -1.20945 0.69917 0.48461 -4.77 3.64 -3.27
N -0.76038 0.95731 -0.95896 1.65 3.56 3.23
H 2.09575 -1.43700 1.02299 -0.78 -0.79 -0.11
H 1.07852 0.87944 -2.15353 -2.83 -2.40 1.57
C 1.00580 -1.31321 1.11974 -2.04 3.29 1.29
N 0.73857 -0.01050 1.28801 -0.28 -4.26 -0.16
S 0.16248 -1.54587 -1.60325 -0.09 2.98 -0.41
H -2.24845 1.31980 0.61644 2.33 -2.06 -0.28
C 0.16876 0.16154 -1.55073 2.48 -0.09 -2.12
H 0.11736 -2.10650 1.14032 2.46 1.58 -0.01
H -0.49271 2.12932 -0.88842 -0.83 -4.43 -0.77
```
Positions in Å, forces in eV/Å.

Properties
Maximum force: 0.1329 Eh/bohr
Frontier orbital gap: 8.5 eV
SMILES string: C=N/N=C\NC=S
Molecular weight: 115.16 g/mol
LUMO energy: -0.225 eV
HOMO: -8.747 eV


Here is C3H5N3S in the gas phase from OMol25. Energies are from wB97M-V/def2-TZVPD.

XYZ file:
```
12
Properties=species:S:1:pos:R:3:forces:R:3
H 2.08837 -2.10663 -0.22937 -1.18 2.20 0.21
H 3.81602 -0.99916 -0.54030 -2.28 2.75 1.35
N 0.78512 1.77514 -0.13371 0.63 -4.08 1.33
H -1.93926 1.59118 0.20801 0.89 0.21 -0.21
H -0.08959 -1.23413 0.98859 3.20 2.64 -2.87
S -2.49222 -0.60886 -0.15492 2.95 2.09 0.44
C 1.97153 -0.94698 -0.08211 0.57 -1.12 1.49
C 0.10868 0.69143 0.20902 0.11 4.12 -1.96
C -1.35844 0.67195 0.07759 -3.88 -1.58 0.48
N 3.04587 -0.23567 -0.13052 0.52 -3.16 -1.62
N 0.65904 -0.47873 0.40848 0.38 -5.99 1.86
H 0.23919 2.56689 -0.18490 -1.91 1.93 -0.49
```
Positions in Å, forces in eV/Å.

Properties
Maximum force: 0.1222 Eh/bohr
Frontier orbital gap: 7.8 eV
SMILES string: [H]/N=C/N/C(C=S)=N/[H]
Molecular weight: 115.16 g/mol
LUMO energy: -1.491 eV
HOMO: -9.268 eV


Here is C3H5N3S in the gas phase from OMol25. Energies are from wB97M-V/def2-TZVPD.

XYZ file:
```
12
Properties=species:S:1:pos:R:3:forces:R:3
N -0.69189 -0.56422 1.49919 0.98 -0.34 -3.33
C -0.06241 -1.01533 0.40828 -3.00 -0.69 3.60
H 0.47724 -3.16513 1.02861 -0.60 3.89 -2.67
H 1.21902 -2.32812 -0.37836 -0.09 -0.24 -0.07
N 0.40085 -2.31020 0.21525 1.19 -2.70 2.92
H 1.24952 1.90467 -1.50691 -2.83 -1.62 1.74
C 0.35391 1.41384 -0.75713 7.19 -3.11 -1.31
S -0.22825 -0.31540 -1.16601 0.87 1.17 -1.76
H -1.34642 0.19956 1.14736 1.26 -0.88 0.89
C -0.72551 2.17508 -0.57795 -3.61 3.61 1.92
H 0.92945 1.19372 0.22222 -1.06 0.87 -1.36
N -1.57550 2.81154 -0.13455 -0.29 0.03 -0.57
```
Positions in Å, forces in eV/Å.

Properties
Maximum force: 0.1544 Eh/bohr
Frontier orbital gap: 9.9 eV
SMILES string: [H]/N=C(/N)SCC#N
Molecular weight: 115.16 g/mol
LUMO energy: 0.377 eV
HOMO: -9.557 eV


Here is a molecular structure, C3H5N3S2 from OMol25. Energies are from wB97M-V/def2-TZVPD.

XYZ file:
```
13
Properties=species:S:1:pos:R:3:forces:R:3
H 1.59404 -0.48787 -2.74104 -0.05 0.38 -0.52
H 0.50812 -3.10281 1.88481 -0.35 0.45 -0.76
C 0.70984 -0.53879 -0.71075 2.00 -1.34 1.56
N 0.48665 -1.00534 0.60282 -2.86 1.88 -1.10
C 0.09098 0.63568 -0.94685 -2.54 -0.66 -0.55
N -0.54489 -0.16984 1.18264 1.24 0.80 -2.94
S 1.88614 -1.27464 -1.72873 0.63 -1.20 0.11
H -1.13696 2.99662 0.73005 -1.70 -5.19 -1.24
N -1.67027 1.77653 0.41572 -0.12 2.61 3.66
H -2.15543 1.44464 1.37446 1.28 1.44 -2.66
C -0.74614 0.71973 0.18736 -0.13 1.40 3.04
H -0.28059 0.98947 -1.93271 1.01 0.07 0.88
S 1.25851 -1.98338 1.68222 1.59 -0.64 0.51
```
Positions in Å, forces in eV/Å.

Properties
Maximum force: 0.1088 Eh/bohr
Frontier orbital gap: 9.2 eV
Molecular weight: 147.23 g/mol
LUMO energy: 0.578 eV
HOMO: -8.602 eV


Here is C3H5N3S2 in the gas phase from OMol25. Energies are from wB97M-V/def2-TZVPD.

XYZ file:
```
13
Properties=species:S:1:pos:R:3:forces:R:3
H 2.05032 -0.48374 0.44955 -0.94 3.51 0.13
N -1.84688 1.62517 0.53815 1.93 -2.19 0.09
S 1.00619 -2.42628 -0.58774 -0.90 -0.40 -0.46
H -2.06488 -0.17901 1.50820 -0.22 -0.71 0.25
C -0.37699 -1.67561 -0.19017 -0.16 2.60 3.05
H -1.14641 2.08246 -0.15703 -1.53 -1.10 1.31
H -1.36766 -2.12229 0.19102 1.54 0.48 -1.09
S 0.35466 1.26119 -1.93881 -0.05 -0.59 1.05
H 2.72253 0.60826 -0.47771 -1.93 1.38 0.23
N 1.85021 0.63490 0.13188 3.23 -5.85 1.18
N -0.33461 -0.22947 0.19891 -1.28 -3.41 -0.16
C 0.65332 0.51539 -0.47300 -0.33 2.07 -2.93
C -1.49982 0.38902 0.80674 0.64 4.22 -2.65
```
Positions in Å, forces in eV/Å.

Properties
Maximum force: 0.1320 Eh/bohr
Frontier orbital gap: 8.1 eV
SMILES string: [H]/N=C\N(C=S)C(N)=S
Molecular weight: 147.23 g/mol
LUMO energy: -0.958 eV
HOMO: -9.014 eV